(i)
Formula: C5H6N2S
Source: OMol25
Level of theory: ωB97M-V with the def2-TZVPD basis set

Output
E_LUMO: -0.20 eV
SMILES: NC1=C/C(=C/S)N=C1

Element x y z (Å)
N -3.45 -0.35 -0.18
C -2.00 -0.11 -0.17
C -0.99 -0.99 0.06
C 0.27 -0.19 0.22
C 1.38 -0.77 0.16
S 3.00 0.00 -0.12
N -0.04 1.25 0.27
C -1.34 1.17 -0.06
H -4.23 0.49 -0.12
H -3.90 -1.01 0.35
H -1.08 -2.11 0.00
H 1.34 -1.80 0.23
H 2.42 1.29 -0.55
H -1.95 2.07 0.21



(ii)
Formula: C5H6N2S
Source: OMol25
Level of theory: ωB97M-V with the def2-TZVPD basis set

Output
E_LUMO: -0.36 eV
SMILES: C=CC1(S)C=NN=C1

Element x y z (Å)
C 2.32 -0.34 0.21
C 1.07 -0.80 -0.15
C -0.19 0.00 -0.20
S 0.16 1.84 -0.40
C -1.08 0.22 1.06
N -2.41 0.33 0.83
N -2.43 -0.38 -0.63
C -1.18 -0.55 -1.07
H 3.30 -0.83 0.53
H 2.32 0.74 0.06
H 0.86 -1.76 0.30
H -1.31 1.98 -0.44
H -0.61 0.52 1.94
H -0.81 -0.96 -2.05



(iii)
Formula: C5H6N2S
Source: OMol25
Level of theory: ωB97M-V with the def2-TZVPD basis set

Output
E_LUMO (spin up / spin down): -0.21 / -0.21 eV

Element x y z (Å)
C -1.29 -0.85 1.24
C -1.16 0.13 0.26
C 1.03 -0.81 1.19
C 0.40 1.00 -2.37
C 0.69 1.15 -1.10
N -0.07 -1.25 1.74
N -0.02 0.67 0.01
S 2.57 -0.75 1.29
H -2.13 -1.09 1.72
H -2.13 0.56 -0.14
H 1.16 1.39 -2.94
H -0.53 0.52 -2.60
H 1.62 1.44 -0.69
H -0.12 -2.13 2.38



(i) is preferred energetically. Next in line: 1.157 eV higher.



(i)
Formula: C5H10NO
Source: OMol25
Level of theory: ωB97M-V with the def2-TZVPD basis set

Output
E_LUMO: 3.87 eV
SMILES: N/C=C/CCC[O-]
charge: -1

Element x y z (Å)
N 1.48 2.89 -0.29
C 0.54 2.04 -0.92
C -0.08 1.07 -0.19
C -1.02 0.04 -0.73
C -0.61 -1.41 -0.50
C -0.20 -1.71 1.02
O -0.33 -2.92 1.49
H 1.22 3.06 0.67
H 2.40 2.46 -0.29
H 0.69 1.80 -1.98
H 0.49 0.78 0.70
H -2.06 0.19 -0.41
H -1.05 0.29 -1.81
H 0.17 -1.76 -1.18
H -1.53 -2.03 -0.54
H -0.84 -0.90 1.49
H 0.88 -1.29 1.14



(ii)
Formula: C5H10NO
Source: OMol25
Level of theory: ωB97M-V with the def2-TZVPD basis set

Output
E_LUMO: 3.58 eV
SMILES: C=NCCCC[O-]
charge: -1

Element x y z (Å)
C -0.88 1.61 2.12
N -1.81 1.20 1.35
C -1.41 0.71 0.06
C -0.06 -0.12 0.25
C 0.43 -0.54 -1.24
C 1.55 -1.55 -1.25
O 2.24 -1.65 -2.32
H -0.71 1.58 3.19
H 0.02 1.94 1.63
H -1.19 1.64 -0.58
H -2.04 0.05 -0.55
H -0.17 -0.96 1.01
H 0.84 0.42 0.82
H 0.73 0.50 -1.62
H -0.59 -0.95 -1.62
H 2.13 -1.39 -0.30
H 0.92 -2.49 -0.97



(i) is preferred energetically. Next in line: 1.267 eV higher.



(i)
Formula: C19H38N5O7
Source: OMol25
Level of theory: ωB97M-V with the def2-TZVPD basis set

Output
E_LUMO: -1.77 eV
SMILES: CN[C@@H]1[C@H](O)[C@H](O[C@H]2[C@@H](O)[C@@H](O[C@@H]3OC(CN)=CC[C@H]3N)[C@@H]([NH3+])C[C@H]2N)OC[C@]1(C)O
charge: +1

Element x y z (Å)
C -5.43 -0.08 -2.85
N -5.34 -0.87 -1.63
C -4.87 -0.17 -0.45
C -3.55 0.58 -0.73
O -2.58 -0.23 -1.33
C -3.02 1.16 0.60
O -1.87 1.92 0.32
C -0.67 1.66 1.03
C 0.01 0.37 0.50
O 0.08 0.39 -0.91
C 1.42 0.21 1.08
O 2.00 -0.89 0.41
C 3.18 -1.42 0.95
O 4.27 -0.55 0.73
C 4.79 -0.53 -0.55
C 5.68 0.67 -0.76
N 4.94 1.72 -1.49
C 4.51 -1.44 -1.47
C 3.59 -2.59 -1.21
C 3.41 -2.80 0.30
N 4.52 -3.42 0.99
C 2.26 1.48 0.85
N 2.39 1.63 -0.62
C 1.58 2.71 1.45
C 0.19 2.92 0.85
N 0.33 3.24 -0.58
O -2.74 0.13 1.50
C -3.89 -0.59 1.85
C -4.61 -1.23 0.65
C -5.91 -1.88 1.14
O -3.73 -2.22 0.12
H -5.93 -0.68 -3.60
H -5.98 0.86 -2.72
H -4.42 0.13 -3.21
H -6.25 -1.26 -1.43
H -5.59 0.58 -0.07
H -3.72 1.42 -1.42
H -2.62 -1.09 -0.86
H -3.78 1.84 1.03
H -0.89 1.52 2.10
H -0.59 -0.49 0.83
H -0.83 0.25 -1.25
H 1.35 0.01 2.16
H 3.11 -1.51 2.04
H 5.94 1.07 0.22
H 6.59 0.37 -1.28
H 5.48 2.58 -1.49
H 4.84 1.44 -2.46
H 4.94 -1.35 -2.46
H 2.62 -2.40 -1.67
H 3.99 -3.50 -1.66
H 2.52 -3.40 0.49
H 5.37 -2.89 0.86
H 4.67 -4.36 0.64
H 3.24 1.34 1.29
H 3.39 1.82 -0.95
H 2.08 0.74 -1.03
H 1.63 2.35 -0.89
H 1.50 2.58 2.53
H 2.19 3.59 1.26
H -0.32 3.73 1.38
H 0.42 4.24 -0.72
H -0.49 2.92 -1.07
H -3.54 -1.38 2.52
H -4.60 0.07 2.38
H -6.36 -2.47 0.36
H -6.62 -1.12 1.47
H -5.69 -2.54 1.98
H -4.16 -2.56 -0.68



(ii)
Formula: C19H38N5O7
Source: OMol25
Level of theory: ωB97M-V with the def2-TZVPD basis set

Output
E_LUMO: -3.88 eV
charge: +1

Element x y z (Å)
C -0.24 1.41 2.88
C -0.91 1.63 1.55
C -1.42 3.01 1.31
N -1.02 0.78 0.61
C -0.82 -0.63 0.80
C -2.13 -1.35 0.42
C -2.47 -2.58 1.26
C -3.93 -2.93 1.17
N -4.69 -2.68 2.15
N -1.96 -1.72 -1.04
C -0.73 -1.11 -1.37
N -0.46 -0.60 -2.59
N 0.09 -1.02 -0.33
C 1.42 -0.39 -0.39
C 2.55 -1.43 -0.43
C 2.34 -2.56 0.56
O 3.76 -0.73 -0.20
H -0.85 1.80 3.70
H 0.68 1.99 2.88
H 0.00 0.38 3.10
H -1.70 3.14 0.27
H -2.28 3.18 1.95
H -0.67 3.76 1.56
H -0.43 -0.96 1.76
H -2.92 -0.61 0.50
H -2.23 -2.39 2.31
H -1.86 -3.43 0.93
H -4.28 -3.39 0.24
H -5.65 -2.95 1.97
H -1.72 -2.72 -1.00
H -0.41 -1.17 -3.42
H -0.30 0.39 -2.67
H 1.55 0.24 0.49
H 1.49 0.27 -1.26
H 2.64 -1.82 -1.44
H 3.30 -3.05 0.74
H 1.98 -2.18 1.52
H 1.64 -3.31 0.20
H 3.86 -0.57 0.74
C 4.63 4.62 7.62
C 3.25 4.13 7.25
O 3.15 3.81 5.85
C 3.67 2.65 5.49
O 4.16 1.82 6.21
O 3.53 2.52 4.16
C 4.09 1.32 3.63
H 4.91 5.47 7.00
H 4.64 4.94 8.66
H 5.37 3.83 7.49
H 2.50 4.91 7.40
H 2.96 3.26 7.84
H 3.70 0.45 4.16
H 5.17 1.33 3.70
H 3.78 1.30 2.59
C -1.72 -0.44 -9.33
C -2.49 -1.73 -9.13
O -2.32 -2.26 -7.80
C -3.04 -1.67 -6.86
O -3.82 -0.77 -7.00
O -2.76 -2.26 -5.68
C -3.46 -1.70 -4.57
H -0.66 -0.59 -9.09
H -1.80 -0.13 -10.37
H -2.12 0.35 -8.70
H -2.11 -2.52 -9.78
H -3.55 -1.59 -9.33
H -4.53 -1.68 -4.74
H -3.10 -0.69 -4.36
H -3.24 -2.36 -3.73



(i) is preferred energetically. Next in line: 2.155 eV higher.